Below is C8H11FO3 in the gas phase, with properties calculated with ωB97M-V/def2-TZVPD.

The geometry in XYZ format:
```
23
Properties=species:S:1:pos:R:3
F 1.92 -3.08 -0.03
O 2.22 0.12 0.18
O 0.09 0.01 -0.73
O 3.83 0.45 -1.36
C 4.14 1.20 0.91
C 3.42 0.56 -0.24
C -2.16 -0.82 -0.55
C -0.18 -2.00 0.48
C -2.85 0.52 -0.73
C -0.81 -0.67 0.16
C 1.35 -0.51 -0.74
C 1.01 -2.12 -0.04
H 3.48 1.92 1.39
H 4.38 0.43 1.64
H -0.94 -0.07 1.07
H -1.99 -1.28 -1.52
H -3.18 0.92 0.23
H 1.79 -0.55 -1.74
H -0.73 -2.73 1.04
H -3.72 0.40 -1.36
H 5.05 1.69 0.57
H -2.16 1.22 -1.19
H -2.78 -1.49 0.05
```

Summary:
2S+1 ... 1
Energy relative to the best compared isomer or geometry (same formula, charge and spin) ... 0.00 kcal per mole
Energy ... -636.98354 Ha
LUMO level ... 0.9 eV
HOMO ... -9.80 eV
HOMO-LUMO gap ... 10.6919 eV
Maximum force ... 4.3 eV/A

The molecule's Löwdin atomic charges, reported in e, are given here: F 0.10; O 0.06; O -0.02; O 0.12; C 0.03; C -0.52; C -0.20; C 0.01; C -0.10; C -0.32; C -0.20; C -0.13; H 0.09; H 0.09; H 0.16; H 0.12; H 0.07; H 0.16; H 0.12; H 0.07; H 0.09; H 0.07; H 0.11